# C21H21N3S5V

C21H21N3S5V as an isolated structure (ωB97M-V/def2-TZVPD, the Open Molecules 2025 dataset).

Structure (ORCA input):
```
! RIJCOSX wB97M-V def2-TZVPD def2/J DEFGRID3
* xyz 1 3
C 1.530 0.464 1.018
H -5.164 -2.632 2.722
C -2.520 -0.577 3.154
H -4.941 -1.818 0.413
S 0.310 -0.785 -2.888
V -0.822 0.048 -0.866
C 1.003 -2.328 -2.325
H -1.849 -0.209 3.920
C 2.184 0.350 -1.212
H 1.441 1.282 -2.994
H 3.204 -4.659 -3.406
H 2.613 -5.618 -1.195
S -1.144 1.039 1.369
H -2.827 5.684 0.601
C -3.257 -0.568 0.831
N -1.841 4.225 -0.481
S -3.112 0.025 -0.850
H 4.279 0.218 -1.619
C -4.383 -1.924 2.479
H -1.587 4.827 1.524
H 4.893 0.369 0.794
C -3.516 -1.486 3.472
H 1.184 3.245 -0.597
C 1.755 0.294 -2.652
H 2.137 -2.545 -4.133
H 0.698 0.890 2.946
C -4.262 -1.466 1.177
C 0.637 -2.857 -1.086
C 0.412 0.375 2.031
H -3.621 -1.842 4.487
S -0.581 -2.142 -0.023
H -1.132 6.049 0.298
N 0.368 3.691 -0.215
C 3.855 0.392 0.488
N 1.215 0.427 -0.287
C -0.796 3.499 -0.845
C 3.521 0.313 -0.855
C 2.851 0.476 1.436
C 2.501 -4.153 -2.760
S -0.995 2.338 -2.094
H 2.572 -0.053 -3.282
C 1.909 -2.970 -3.163
H -2.709 3.971 -0.926
H 0.242 -0.684 2.244
H 0.504 4.443 0.441
C -1.833 5.250 0.548
H 0.979 -4.494 0.250
C -2.391 -0.143 1.844
H 3.077 0.516 2.493
C 1.246 -4.057 -0.704
C 2.163 -4.689 -1.521
*
```

## Properties
**Gap between HOMO and LUMO (spin up / spin down)**: 0.239 / 0.263 Ha
**Relative energy (zero: lowest compared OMol25 entry of this formula, charge and spin)**: 0.00 kcal per mole
**Calculated total energy**: -106450.53967 eV
**Maximum force**: 0.42 eV/Å

Löwdin population analysis, charges in e, atoms 1 to 2:
1. C -0.31
2. H 0.11

# C21H21N4O2RuS

C21H21N4O2RuS as an isolated structure at a distorted geometry (ωB97M-V/def2-TZVPD, the Open Molecules 2025 dataset).

Structure (ORCA input):
```
! RIJCOSX wB97M-V def2-TZVPD def2/J DEFGRID3
* xyz 2 2
H 3.896 1.204 0.208
C -0.092 -4.261 -2.508
Ru 0.138 -0.634 -0.214
H -1.381 -2.567 -2.311
H -0.814 -4.837 -3.072
C 0.511 -2.256 -1.322
H -2.116 0.389 -1.125
H 1.937 -0.234 -2.142
N -1.141 0.661 -1.260
H 3.655 -3.707 0.709
C 3.707 -2.634 0.580
C -0.376 2.159 0.426
H -1.615 2.681 -1.159
C 2.897 -0.602 -0.367
C -1.091 -1.390 2.351
O 0.194 1.214 0.974
C 1.161 -4.783 -2.235
C 4.748 -0.536 1.142
C -2.676 -1.645 0.798
C -0.411 -2.980 -2.071
H 5.366 -2.434 1.916
H -5.315 -2.488 2.806
O -0.384 3.334 0.973
H -2.116 4.295 0.300
C -3.299 -1.739 -0.451
C -3.410 -1.928 1.954
N -0.968 1.994 -0.799
N -1.343 -1.318 1.064
C 3.848 0.127 0.319
H -0.952 0.649 -2.260
C 2.097 -4.044 -1.521
H -6.412 -2.587 0.595
H -2.739 -1.628 -1.370
H -0.852 5.298 1.033
S -2.391 -1.800 3.348
C -1.042 4.470 0.362
H -0.118 -1.163 2.764
H 1.425 -5.767 -2.599
H 3.086 -4.451 -1.355
C -4.761 -2.268 1.903
C 1.788 -2.775 -1.045
C -4.637 -2.068 -0.501
H 5.501 0.023 1.680
C -5.366 -2.324 0.667
H -5.129 -2.154 -1.460
C 4.672 -1.913 1.271
C 2.799 -1.997 -0.260
N 1.892 0.077 -1.172
H -0.605 4.683 -0.613
H 2.049 1.082 -1.159
*
```

## Properties
**Gap between HOMO and LUMO (spin up / spin down)**: 0.270 / 0.237 Ha
**Relative energy (zero: lowest compared OMol25 entry of this formula, charge and spin)**: 14.87 kcal per mole
**Calculated total energy**: -45575.94072 eV
**Maximum force**: 1.19 eV/Å

Löwdin population analysis, charges in e, atoms 1 to 2:
1. H 0.12
2. C -0.05

# C21H21N4O8ReS5Sb

C21H21N4O8ReS5Sb as an isolated structure (ωB97M-V/def2-TZVPD, the Open Molecules 2025 dataset).

Structure (ORCA input):
```
! RIJCOSX wB97M-V def2-TZVPD def2/J DEFGRID3
* xyz 0 4
N 2.682 2.385 -0.488
S -4.111 2.929 -0.707
O -5.116 -4.385 -0.797
C 3.107 -1.893 -3.527
H 3.764 5.385 -1.536
H -3.206 0.622 2.209
H 5.223 5.107 0.485
C 0.455 -1.678 -0.359
C -1.264 -3.301 0.017
H 4.993 1.103 2.058
H 0.892 4.838 -3.305
N -3.476 -2.816 -0.953
H -1.609 -0.131 5.522
C -2.452 -0.778 3.650
O 1.074 -0.240 -3.683
C 4.387 3.184 0.957
C -1.834 0.268 4.534
H -3.866 -2.577 -1.853
H 3.990 -2.014 -2.904
N -4.063 -3.750 1.112
C -2.907 -3.097 3.125
Sb -2.080 3.213 -1.566
H -2.499 1.123 4.657
H 2.324 -2.584 -3.229
H -4.201 -1.062 0.752
C -3.673 -1.375 1.642
C 3.456 2.226 0.570
H 0.721 -3.425 0.819
O 2.462 0.010 -1.833
H -4.546 -4.519 1.553
C -3.114 -0.423 2.477
C 3.716 4.501 -0.920
S 2.530 -0.256 -3.305
O 1.096 2.686 -2.694
H -2.278 -0.684 -1.861
H -1.882 -2.438 4.879
H -1.602 -4.229 0.454
S -1.564 1.389 -3.129
H 4.985 3.075 1.853
O 3.361 0.637 -4.049
H 1.441 -1.271 -0.184
C -4.278 -3.709 -0.243
C 3.228 0.927 1.321
C 2.818 3.479 -1.209
C 4.518 4.340 0.198
C -3.551 -2.725 1.952
H -2.813 -4.147 3.375
Re 0.325 0.882 -1.937
N -0.376 -0.940 -1.115
O 4.221 0.530 2.147
C 0.032 -2.860 0.208
H -0.901 0.640 4.105
S -1.252 5.132 -2.402
S -0.406 2.102 -0.138
C 1.858 3.584 -2.347
O 2.241 0.267 1.203
C -1.639 -1.348 -1.296
H 3.359 -2.018 -4.576
C -2.376 -2.130 3.966
C -2.129 -2.519 -0.736
O 1.806 4.757 -2.919
*
```

## Properties
**Gap between HOMO and LUMO (spin up / spin down)**: 0.247 / 0.239 Ha
**Relative energy (zero: lowest compared OMol25 entry of this formula, charge and spin)**: 13.15 kcal per mole
**Calculated total energy**: -107306.07278 eV
**Maximum force**: 0.77 eV/Å

Löwdin population analysis, charges in e, atoms 1 to 2:
1. N 0.15
2. S -0.18

# C21H21NO6

An isolated molecule of C21H21NO6 (ωB97M-V/def2-TZVPD, the Open Molecules 2025 dataset).

Structure (ORCA input):
```
! RIJCOSX wB97M-V def2-TZVPD def2/J DEFGRID3
* xyz 0 1
C 6.799 0.228 0.086
C -6.151 0.091 0.001
H -3.979 -3.082 0.305
C 5.528 0.798 -0.037
O 7.729 2.385 0.300
H -8.269 0.447 0.038
H 0.567 -2.152 1.231
H -1.191 0.943 0.336
O 3.018 -3.240 -0.526
H 7.977 -1.542 0.142
C -3.351 -2.205 0.314
C 4.463 -0.059 -0.203
C -3.019 2.574 -0.109
H -7.784 -0.964 -0.917
C -1.815 0.063 0.328
H -4.438 3.608 -1.351
H -3.403 4.669 -0.383
C -3.180 0.187 0.113
N 2.411 -1.020 -0.505
H 0.620 -0.379 1.307
C 4.642 -1.446 -0.247
H 5.391 1.867 -0.004
H 6.024 -3.082 -0.163
C 3.307 -2.075 -0.437
O -5.320 -1.055 -0.073
C 5.895 -2.012 -0.127
H 0.803 -2.108 -1.202
H -5.969 0.751 -0.855
C 3.013 0.222 -0.364
O -3.793 1.392 -0.117
C 0.982 -1.183 -0.650
H -5.945 0.648 0.922
O 2.434 1.277 -0.382
H -1.540 -3.282 0.657
C 0.283 -1.233 0.715
H -2.533 2.703 0.868
O 9.126 0.648 0.378
C 6.974 -1.155 0.042
C 8.005 1.076 0.269
C -3.975 -0.976 0.119
H -7.770 -1.049 0.844
H 0.609 -0.332 -1.224
C -1.988 -2.311 0.510
H -2.242 2.526 -0.885
H 8.545 2.894 0.420
C -1.207 -1.170 0.531
C -7.591 -0.400 -0.009
H -4.731 3.780 0.381
C -3.960 3.737 -0.384
*
```

## Properties
**Gap between HOMO and LUMO**: 0.261 Ha
**Relative energy (zero: lowest compared OMol25 entry of this formula, charge and spin)**: 12.28 kcal per mole
**Calculated total energy**: -35894.18057 eV
**Maximum force**: 0.71 eV/Å
**SMILES**: CCOc1ccc(CCN2C(=O)c3ccc(C(=O)O)cc3C2=O)cc1OCC

Löwdin population analysis, charges in e, atoms 1 to 2:
1. C -0.11
2. C -0.25

# C21H22Cl2N8O11P2RuS

C21H22Cl2N8O11P2RuS as an isolated structure at a distorted geometry (ωB97M-V/def2-TZVPD, the Open Molecules 2025 dataset).

Structure (ORCA input):
```
! RIJCOSX wB97M-V def2-TZVPD def2/J DEFGRID3
* xyz -1 2
H 3.970 -3.895 -2.089
H -0.322 3.157 -5.249
C 3.303 -2.671 -0.481
H 4.588 -2.227 -2.121
H -0.926 0.263 3.284
O -2.036 1.996 -2.748
C -4.527 3.017 2.403
C -2.502 2.019 1.555
N -0.610 -4.817 1.023
H -0.658 -1.002 4.385
C 3.397 -3.622 0.504
H 2.558 -0.766 -0.918
H 3.914 -4.820 2.936
O -0.161 -2.355 -3.097
O 2.918 1.022 -4.360
C 2.278 -1.239 1.073
H -0.261 4.040 3.888
N -0.274 -1.982 -1.926
H 2.316 2.633 -1.470
C -5.242 2.335 1.462
N -0.195 0.684 -4.231
C -0.719 -3.924 1.747
O -0.940 -0.887 -1.719
C 2.950 -4.312 2.880
O -0.258 2.097 -0.931
S 1.451 0.269 1.377
O 0.123 -2.627 -0.983
C 3.722 -2.853 -1.899
Cl -5.535 0.719 -0.686
H -0.443 0.016 -3.461
N 2.406 -2.110 2.062
H -2.727 4.304 4.053
N -1.091 -0.698 3.526
Cl -5.356 4.057 3.525
C -1.056 -1.569 2.473
C -0.387 2.557 2.341
O -1.334 -1.147 1.300
H 2.185 -5.062 2.668
C -4.597 1.508 0.530
Ru -0.608 0.420 0.186
H 2.913 -2.548 -2.562
O -0.564 4.082 -2.495
C 0.475 1.901 -3.668
H -6.317 2.439 1.413
N 2.774 -1.481 -0.150
H -1.067 0.941 -4.690
C -0.930 3.475 3.255
H 0.681 2.408 2.272
N -1.144 1.823 1.556
C -3.120 2.898 2.464
O 1.876 0.182 -2.153
H -2.381 1.370 -2.068
H 0.432 0.209 -4.882
H 3.783 -4.606 0.282
C 0.643 2.919 -4.791
H 1.038 3.843 -4.380
C -0.493 -3.306 4.070
C -3.226 1.326 0.541
H 1.331 2.533 -5.544
P -0.614 2.620 -2.341
H 2.711 -3.840 3.830
O -2.578 0.602 -0.335
O 2.734 2.571 -2.342
C 2.934 -3.301 1.780
P 2.145 1.294 -3.127
C -2.284 3.623 3.340
C -0.802 -2.922 2.743
N -0.261 -3.583 5.168
*
```

## Properties
**Gap between HOMO and LUMO (spin up / spin down)**: 0.257 / 0.244 Ha
**Relative energy (zero: lowest compared OMol25 entry of this formula, charge and spin)**: 16.20 kcal per mole
**Calculated total energy**: -113625.53018 eV
**Maximum force**: 1.33 eV/Å

Löwdin population analysis, charges in e, atoms 1 to 2:
1. H 0.09
2. H 0.08

# C21H22F

A 2-piece molecular cluster, C21H22F overall at a distorted geometry (ωB97M-V/def2-TZVPD, the Open Molecules 2025 dataset).

Structure (ORCA input):
```
! RIJCOSX wB97M-V def2-TZVPD def2/J DEFGRID3
* xyz 1 1
H 3.047 0.136 -4.057
H 3.546 3.786 -4.227
H -3.874 -0.692 2.578
H -3.515 -4.173 -2.069
C -3.081 -0.163 3.100
C -1.956 -1.504 0.405
C 2.683 0.340 -0.860
C 1.770 1.554 -0.906
C -3.811 -2.982 -0.281
C 1.917 2.389 -2.147
C -3.254 -2.072 0.613
C -2.442 1.041 5.160
H -4.818 -3.360 -0.090
H -3.802 -1.837 1.520
H -0.390 1.706 5.230
H -0.165 -1.736 -0.815
C 2.959 2.874 -4.425
H 1.442 3.375 -2.051
C 2.682 2.052 -3.192
H 3.956 -1.013 -1.947
F -4.591 0.088 4.917
C -3.079 -3.447 -1.379
H 3.558 2.256 -5.119
C 3.381 -0.067 -1.933
H -0.450 -0.020 0.854
H 0.709 1.198 -0.657
C -1.155 1.196 4.634
C -1.209 -2.050 -0.703
H -1.152 -3.422 -2.365
C -1.760 -3.003 -1.560
H 2.111 -1.355 0.359
C 3.447 0.733 -3.212
C -0.827 0.681 3.383
C -1.775 -0.006 2.538
C -1.373 -0.488 1.239
H -2.710 1.434 6.140
H 3.702 -0.686 0.767
H 4.504 0.950 -3.494
H 2.221 0.195 1.226
H 0.204 0.735 3.025
C 2.686 -0.416 0.438
C -3.353 0.338 4.370
H 2.041 3.192 -4.944
H 1.977 2.246 -0.063
*
```

## Properties
**Gap between HOMO and LUMO**: 0.166 Ha
**Relative energy (zero: lowest compared OMol25 entry of this formula, charge and spin)**: 3.23 kcal per mole
**Calculated total energy**: -24842.51389 eV
**Maximum force**: 1.56 eV/Å

Löwdin population analysis, charges in e, atoms 1 to 2:
1. H 0.13
2. H 0.09

# C21H22F4N2O2

C21H22F4N2O2 as an isolated structure at a distorted geometry (ωB97M-V/def2-TZVPD, the Open Molecules 2025 dataset).

Structure (ORCA input):
```
! RIJCOSX wB97M-V def2-TZVPD def2/J DEFGRID3
* xyz 0 1
F 6.282 -0.267 1.310
C -2.334 1.610 -0.656
F 4.849 0.205 -1.996
H 4.205 1.688 0.149
C 4.419 0.977 0.731
H 1.872 1.091 0.424
O -2.899 -1.213 2.046
H -3.857 1.623 0.988
H -2.308 -0.066 -3.445
F 5.077 -1.481 -1.068
C -1.125 2.190 -0.928
O 3.526 -0.099 0.894
C -2.402 2.907 1.448
C 0.948 -3.346 0.688
H -0.640 3.983 2.078
H -5.118 -1.523 -0.671
N -3.002 0.618 -1.296
H -0.631 1.899 -1.697
C -4.428 -0.919 -0.440
H -4.674 0.084 -2.175
H -4.779 -0.533 0.821
C -1.115 3.547 1.276
C -0.025 -0.706 1.020
N -2.916 -1.443 -0.296
C 2.213 0.139 1.129
H -0.464 0.123 1.139
C 5.600 -0.360 -1.136
C -2.900 1.765 0.559
C 1.808 -2.138 0.703
H 4.716 1.119 1.793
H -3.150 -2.369 -2.218
C -4.175 0.416 -1.360
C -0.415 2.977 0.044
H 2.889 -2.319 0.598
C 5.666 0.577 0.271
C -0.903 -1.641 0.808
C -2.166 -0.350 -2.073
H -2.795 3.039 2.355
H 0.539 3.291 -0.154
F 6.686 1.439 0.148
H -1.116 -3.870 0.510
C -2.249 -1.502 0.909
H -1.521 -2.451 -1.638
C -0.532 -3.128 0.771
C -2.394 -1.701 -1.588
H -4.950 1.188 -0.760
H 1.164 -4.241 0.525
H -0.973 -0.032 -1.965
C 1.283 -0.988 0.823
H 2.358 0.666 2.233
H 6.855 -0.476 -1.629
*
```

## Properties
**Gap between HOMO and LUMO**: 0.309 Ha
**Relative energy (zero: lowest compared OMol25 entry of this formula, charge and spin)**: 398.92 kcal per mole
**Calculated total energy**: -40062.19016 eV
**Maximum force**: 17.42 eV/Å

Löwdin population analysis, charges in e, atoms 1 to 2:
1. F 0.00
2. C -0.27

# C21H22F4N3

A 2-piece molecular cluster, C21H22F4N3 overall at a distorted geometry (ωB97M-V/def2-TZVPD, the Open Molecules 2025 dataset).

Structure (ORCA input):
```
! RIJCOSX wB97M-V def2-TZVPD def2/J DEFGRID3
* xyz 1 1
H -0.942 1.472 0.377
C -0.268 3.547 0.397
C 2.245 5.194 0.362
C -0.293 -2.763 2.778
C 2.766 -0.680 2.968
C 0.864 3.317 1.229
C 3.747 6.420 1.844
H -1.815 -2.296 1.336
H -2.328 -3.304 2.711
C -0.618 4.852 -0.089
C -2.283 2.741 -0.730
H 2.617 3.550 3.355
H -2.199 1.291 4.113
C 1.945 4.237 1.383
H 0.123 -3.563 2.148
F 3.263 7.223 -0.347
H -2.470 1.466 2.357
C 0.091 -0.319 2.581
H 2.010 -2.508 3.789
N 0.864 0.707 2.242
C 2.741 4.303 2.577
H 0.834 2.453 1.893
H 2.725 -0.315 4.003
F -1.965 6.293 -1.398
H 1.738 5.140 -0.598
N 0.550 -1.604 2.635
C -1.728 1.206 3.124
F -3.166 1.712 -0.982
H -3.153 -0.902 2.861
C -1.715 -2.448 2.419
C -2.591 4.002 -1.256
C 2.252 0.378 2.015
F 4.222 5.521 3.996
H -0.018 5.716 0.182
H -3.457 4.185 -1.880
N -1.228 -0.130 2.895
H -0.234 -3.089 3.829
H 2.816 1.303 2.140
H 2.421 0.036 0.976
C 1.936 -1.930 2.860
C -1.163 2.489 0.041
C 3.088 6.259 0.627
H 4.372 7.285 2.039
H 2.273 -2.581 2.041
H -2.172 -1.442 4.252
C -2.151 -1.219 3.173
C -1.719 5.027 -0.907
H 3.805 -0.925 2.721
C 3.569 5.402 2.786
H -0.897 1.907 3.062
*
```

## Properties
**Gap between HOMO and LUMO**: 0.181 Ha
**Relative energy (zero: lowest compared OMol25 entry of this formula, charge and spin)**: 0.00 kcal per mole
**Calculated total energy**: -37466.19645 eV
**Maximum force**: 1.94 eV/Å

Löwdin population analysis, charges in e, atoms 1 to 2:
1. H 0.13
2. C -0.14

Among the records above, which one has the highest calculated total energy?
C21H22F